71
Properties=species:S:1:pos:R:3:forces:R:3:lowdin_spin:R:1 method="wB97M-V/def2-TZVPD" total_charge=+3 e_tot_ev=-88603.8559 homo_ev="-13.83 / -13.83" de_lowest_kj_mol=0.0 fmax_ev_per_a=3.2 multiplicity=7
Tb 0.2077 0.0120 0.2734 0.504 1.547 1.958 6.114
P -1.5870 2.0413 -0.0953 0.941 -1.351 0.364 -0.019
P -1.9346 -1.4651 0.9688 0.955 1.181 -0.871 -0.018
P 1.6924 1.2386 -1.5511 -1.416 -0.696 0.359 -0.018
H -1.0524 -2.0256 -1.7429 0.594 0.576 0.441 0.001
C -0.0425 -1.5672 -1.7038 1.156 -2.680 -1.229 -0.002
C 0.9044 -1.9985 -0.8209 -0.115 -1.733 -1.967 -0.019
H 0.6920 -2.7604 -0.0442 -0.075 0.681 -0.381 0.000
C -2.6099 2.0354 -1.5352 -0.364 0.273 -0.196 -0.003
C -2.6887 2.1403 1.3244 -0.235 0.512 -0.124 -0.001
C -0.7284 3.6003 -0.0546 -0.276 0.436 -0.008 0.001
C -1.5029 -3.1861 0.9411 -0.466 -0.328 0.217 -0.001
C -2.4340 -1.1407 2.6369 -0.914 -0.204 0.252 -0.002
C -3.3499 -1.2632 -0.0864 -0.491 -0.488 0.130 0.000
C 2.9132 0.1086 -2.1772 0.422 0.266 -0.213 -0.001
C 2.5681 2.5754 -0.7943 0.361 0.204 -0.246 -0.001
C 0.8024 1.8457 -2.9680 0.280 0.290 -0.391 0.000
H 0.2354 -1.0627 -2.6534 -0.096 0.101 0.912 0.001
H 1.9862 -1.7926 -0.9576 -0.780 0.173 0.078 0.000
H -3.1986 2.9412 -1.3984 -0.444 0.014 -0.627 -0.001
H -3.2434 1.1473 -1.5625 -0.035 0.229 -0.096 0.000
H -1.9991 2.0878 -2.4376 -0.222 0.078 0.017 0.000
H -3.2132 3.0664 1.1219 -0.676 0.144 0.454 0.000
H -2.1347 2.2424 2.2620 -0.366 0.331 -0.245 0.000
H -3.3674 1.2890 1.3817 -0.096 0.276 -0.015 0.000
H -1.5665 4.2967 -0.0339 0.365 0.690 0.025 0.000
H -0.1179 3.7553 -0.9436 -0.172 0.142 0.109 0.000
H -0.1164 3.7025 0.8458 -0.148 0.108 -0.066 0.000
H -2.4208 -3.6159 1.3359 0.176 -0.939 0.013 0.000
H -0.6507 -3.3902 1.5928 -0.212 -0.139 0.067 0.000
H -1.2972 -3.5340 -0.0698 -0.200 -0.190 0.076 0.000
H -3.4256 -1.5701 2.6751 -0.360 -0.323 0.751 -0.001
H -2.5081 -0.0842 2.8860 -0.334 -0.467 -0.196 0.000
H -1.7277 -1.6255 3.3088 -0.279 -0.115 0.161 0.000
H -4.0069 -2.0428 0.3004 -0.699 0.114 -0.541 0.000
H -3.0941 -1.4436 -1.1352 -0.228 -0.046 0.193 0.000
H -3.8006 -0.2752 0.0254 -0.076 -0.279 0.005 0.000
H 3.4767 0.7730 -2.8267 0.678 -0.523 -0.391 0.000
H 2.4706 -0.7117 -2.7420 0.128 0.197 -0.207 0.000
H 3.5330 -0.2873 -1.3702 0.188 0.144 -0.149 0.000
H 3.1052 2.9678 -1.6536 0.551 0.724 0.329 0.000
H 3.2474 2.1788 -0.0380 0.150 0.216 -0.099 0.000
H 1.8992 3.3133 -0.3550 0.230 0.050 -0.119 0.000
H 1.6167 2.1962 -3.6011 -0.405 0.250 -0.648 0.000
H 0.1248 2.6611 -2.7087 0.222 -0.031 -0.142 0.000
H 0.2441 1.0472 -3.4680 0.248 0.198 -0.066 0.000
C 2.3237 -0.6858 -7.2051 -0.346 -1.317 -1.333 0.000
C 1.5802 -0.4431 -8.3776 0.249 -0.215 0.359 0.000
C 1.4193 -1.4545 -9.3286 0.158 -0.193 0.162 0.000
C 1.9945 -2.7172 -9.1278 0.040 0.238 0.257 0.000
C 2.7346 -2.9602 -7.9632 -0.157 0.167 -0.131 0.000
C 2.8998 -1.9552 -7.0092 -0.278 0.422 -0.103 0.000
S 2.5605 0.5231 -5.9762 -0.276 1.027 0.346 0.000
H 1.8569 1.5293 -6.5736 0.362 -0.463 0.262 0.000
H 1.1315 0.5367 -8.5375 0.090 -0.214 -0.037 0.000
H 0.8405 -1.2594 -10.2358 0.232 -0.033 0.356 0.000
H 1.8681 -3.5070 -9.8717 0.049 0.306 0.256 0.000
H 3.1890 -3.9381 -7.7923 -0.137 0.315 -0.093 0.000
H 3.4746 -2.1389 -6.1023 -0.023 -0.059 -0.205 0.000
N 3.4302 -0.0889 6.3801 0.642 -0.021 0.484 0.000
C 2.6360 -0.0584 5.5604 -0.606 -0.356 -0.431 0.000
C 1.5648 0.0363 4.6106 0.689 -0.102 0.679 0.000
C 0.2581 0.2717 5.1169 0.847 0.285 -0.472 0.000
C -0.6857 0.6884 4.2149 -1.290 -0.002 -0.211 0.000
C -0.3412 0.6806 2.8615 0.390 -0.268 -0.256 -0.005
N 0.8471 0.2663 2.3942 0.206 0.331 1.302 -0.019
C 1.8442 -0.0322 3.2490 -1.051 0.413 0.106 0.000
H 0.0068 0.1833 6.1768 0.404 0.064 -0.285 0.000
H -1.7260 0.8803 4.5784 1.096 0.108 -0.554 0.000
H -1.0620 0.8908 2.0406 0.507 -0.003 1.121 -0.002
H 2.7731 -0.2854 2.7503 0.235 -0.042 0.742 0.000

---

16
Properties=species:S:1:pos:R:3:forces:R:3:mulliken_charge:R:1 method="wB97M-V/def2-TZVPD" total_charge=+1 e_tot_ev=-6262.2983 homo_ev=-15.08 de_lowest_kj_mol=123.8 fmax_ev_per_a=2.4
C 2.4388 0.1319 1.3335 -2.340 0.121 -0.546 -0.227
N 2.0018 0.9553 0.4452 1.563 0.085 1.455 -0.512
H 1.6013 -0.2520 1.9419 0.836 -0.721 -0.134 0.234
H 3.4557 -0.2371 1.4706 0.026 0.672 0.245 0.279
H 2.7847 1.5246 0.1357 0.154 -0.235 -1.079 0.184
H 0.5445 0.9300 -0.3032 -0.224 -0.217 0.497 0.304
C -1.4000 -1.4437 -0.5114 -0.449 -0.527 2.213 -1.008
C -1.5391 0.0013 -0.0939 -0.090 0.267 -0.327 -0.442
N -0.4351 0.8669 -0.7434 -1.471 0.159 -0.860 -0.281
H -0.4137 -1.8577 -0.2304 -0.305 0.247 -0.580 0.303
H -2.1142 -2.0249 0.1803 0.740 0.686 -1.557 0.310
H -1.6448 -1.4939 -1.5620 0.035 -0.729 -0.197 0.390
H -2.4957 0.3898 -0.4547 0.246 0.081 -0.236 0.335
H -1.6243 0.1248 0.9811 0.834 0.280 0.120 0.359
H -0.3531 0.5701 -1.7300 0.195 -0.212 0.552 0.385
H -0.8068 1.8144 -0.8592 0.251 0.042 0.435 0.386

---

65
Properties=species:S:1:pos:R:3:forces:R:3:mulliken_charge:R:1 method="wB97M-V/def2-TZVPD" total_charge=-1 e_tot_ev=-100431.6029 homo_ev=-4.29 de_lowest_kj_mol=116.2 fmax_ev_per_a=2.7
Zr 0.0742 -0.1268 0.2647 -2.554 -0.125 -0.717 0.122
C -2.6178 0.6727 2.7326 -0.008 0.015 0.071 -1.267
C -2.0410 1.7308 3.6585 -0.035 0.047 -0.164 0.860
C -2.8934 3.0078 3.5743 0.150 0.011 0.055 -1.611
C -0.5326 2.0200 3.5926 0.086 -0.010 -0.086 1.020
C 0.0313 2.1628 4.8650 0.027 0.102 0.001 -1.136
C 1.3459 2.5216 5.0648 -0.014 -0.033 0.066 -1.367
C 2.1352 2.7706 3.9621 -0.002 0.015 -0.036 -1.189
C 1.6491 2.6310 2.6655 -0.070 -0.023 -0.034 0.915
C 2.6752 2.9774 1.5826 -0.092 0.075 -0.095 0.567
C 2.3126 4.1813 0.7045 -0.023 -0.038 0.053 -1.646
C 3.0936 1.7976 0.7189 0.101 0.021 0.103 -0.765
C 0.3067 2.2039 2.4597 0.112 0.044 -0.006 -1.363
N -0.1359 1.9086 1.1140 0.161 0.421 0.553 2.620
C -0.7273 2.9310 0.4094 -0.008 0.224 0.165 -0.673
C -1.0271 4.2186 0.8909 -0.039 -0.181 0.104 -0.336
C -1.6219 5.1761 0.0847 -0.072 0.100 -0.050 -1.010
C -1.9356 4.9155 -1.2428 0.007 0.043 0.047 -0.612
C -1.6101 3.6694 -1.7682 -0.041 0.078 -0.024 -0.661
C -1.0198 2.7490 -0.9452 0.010 0.096 0.033 0.590
F -0.5991 1.5678 -1.4858 0.021 0.059 -0.090 -0.240
H -3.6784 0.5339 2.9641 0.025 -0.028 0.039 0.478
H -2.1181 -0.2871 2.8491 -0.013 0.019 -0.057 0.096
H -2.5618 0.9562 1.6889 0.020 0.022 -0.190 0.110
H -2.1798 1.3561 4.6739 -0.012 -0.050 0.064 0.508
H -3.0249 3.3241 2.5412 0.043 0.060 -0.085 0.282
H -2.4488 3.8323 4.1392 -0.021 -0.033 -0.025 0.314
H -3.8850 2.8051 3.9892 0.030 0.014 -0.044 0.492
H -0.5993 1.9917 5.7302 -0.023 -0.013 -0.022 0.373
H 1.7514 2.6050 6.0668 -0.025 0.009 -0.032 0.376
H 3.1676 3.0712 4.1043 -0.022 -0.015 -0.023 0.344
H 3.5657 3.2769 2.1392 0.008 0.032 0.059 0.674
H 1.5867 3.9188 -0.0634 -0.064 0.008 -0.007 0.190
H 3.2138 4.5441 0.2004 -0.032 -0.021 0.017 0.542
H 1.8991 5.0016 1.2953 0.004 -0.025 -0.032 0.315
H 2.2327 1.4310 0.1711 0.191 0.033 -0.129 -0.012
H 3.4837 0.9855 1.3301 -0.003 -0.034 -0.031 0.081
H 3.8644 2.1063 0.0046 -0.048 0.012 -0.004 0.603
H -0.7743 4.4514 1.9170 -0.031 0.017 0.029 0.606
H -1.8467 6.1507 0.5047 0.021 -0.045 0.002 0.400
H -2.4100 5.6646 -1.8636 0.014 -0.024 0.029 0.377
H -1.8048 3.4115 -2.8017 0.024 -0.023 0.039 0.460
Cl 5.5180 -3.7843 2.4687 -0.007 0.014 0.009 -0.230
C 4.1834 -3.1956 1.5391 -0.055 0.013 -0.072 0.307
C 3.8575 -3.7862 0.3281 -0.060 0.071 0.038 0.359
Cl 4.7775 -5.1233 -0.2703 -0.005 0.012 -0.013 -0.229
C 2.7718 -3.2950 -0.4113 0.025 -0.038 -0.073 0.236
Cl 2.3446 -3.9866 -1.9403 0.015 -0.004 0.025 -0.221
C 2.0045 -2.2327 0.0493 0.201 -0.107 -0.006 0.499
O 0.9624 -1.7390 -0.5940 1.040 -1.228 0.115 -0.887
C 2.3408 -1.6237 1.2908 0.117 -0.024 0.091 -0.652
O 1.5904 -0.6135 1.6900 0.396 -0.136 -0.156 -0.253
C 3.4244 -2.1150 2.0081 0.059 0.023 0.132 0.360
Cl 3.7998 -1.3410 3.5131 -0.006 -0.025 -0.032 -0.210
C -0.9796 -3.1682 1.7454 0.088 0.117 0.254 -0.682
O -0.5917 -1.8440 2.1595 -0.272 -0.257 -0.366 -0.263
H -1.4611 -3.6938 2.5741 0.005 0.018 0.008 0.265
H -0.1110 -3.7373 1.4057 0.008 0.034 -0.022 0.255
H -1.6728 -3.0402 0.9236 -0.075 0.049 -0.102 0.217
H 0.1708 -1.9122 2.7408 0.204 0.145 0.019 0.257
N 1.6733 0.4016 -1.8904 -0.324 -0.049 0.249 -0.559
H 2.5441 -0.1128 -1.8454 0.022 -0.048 0.081 0.182
H 1.8355 1.2826 -2.3600 -0.024 0.117 0.057 0.210
H 1.0356 -0.1489 -2.4549 0.012 -0.067 -0.125 0.316
S -2.0285 -0.8684 -0.4991 0.835 0.514 0.341 -0.703

---

18
Properties=species:S:1:pos:R:3:forces:R:3:mulliken_charge:R:1 method="wB97M-V/def2-TZVPD" total_charge=-1 smiles=C[C@H](CN)NC[O-] e_tot_ev=-9353.3533 homo_ev=-2.87 de_lowest_kj_mol=109.7 fmax_ev_per_a=2.6
C -1.9743 0.9320 0.8740 -1.008 -0.493 -0.308 -1.246
C -0.6029 0.3633 0.5159 -0.069 0.847 -0.692 0.446
C 0.2071 1.4343 -0.1744 0.377 0.532 -0.090 -0.851
N 1.5999 1.0236 -0.3177 0.187 2.207 -1.267 -0.876
N -0.8089 -0.7681 -0.3941 -0.313 0.175 1.166 -0.594
C 0.3988 -1.6823 -0.5120 0.315 -0.867 0.041 -0.376
O 1.4753 -1.3702 0.2354 -0.634 -1.230 0.054 -0.847
H -2.7619 0.1542 0.8314 0.378 0.012 0.055 0.420
H -2.2923 1.6275 0.0751 0.155 0.114 0.567 0.264
H -2.0917 1.3448 1.8833 0.396 0.370 -0.311 0.296
H 0.0094 0.1490 1.3888 -0.201 -0.607 0.396 0.374
H -0.2575 1.6882 -1.1475 -0.009 -0.120 0.286 0.324
H 0.1306 2.3347 0.4614 0.076 0.083 -0.124 0.234
H 1.6880 0.0206 -0.1032 0.093 -0.845 0.718 0.547
H 1.8265 1.0307 -1.3090 0.090 0.330 0.034 0.227
H -1.5509 -1.2273 0.1260 0.167 -0.834 -0.490 0.237
H 0.0164 -2.7083 -0.2619 -0.109 0.195 -0.163 0.246
H 0.6013 -1.7184 -1.6118 0.109 0.131 0.129 0.174